[1]
Density functional theory data (ωB97M-V/def2-TZVPD) for a cluster of 5 separate species, C30H58N4O7 in total in a non-equilibrium geometry.

```
99
Properties=species:S:1:pos:R:3:forces:R:3:mulliken_charge:R:1
C -0.8801 3.1405 3.3771 -0.203 0.811 0.460 -0.875
C -0.4423 2.2758 2.4809 0.661 0.004 -0.868 -0.044
N 0.2281 1.0401 2.7667 -1.327 0.056 0.343 0.131
C -0.4834 -0.1544 2.2805 -0.142 -1.278 -0.281 1.549
C 0.4993 -1.3631 2.5309 -0.329 1.047 1.090 -0.911
C 0.9193 -1.4468 4.0532 0.514 -0.194 -0.901 -0.621
C 2.2632 -0.7119 4.3590 -0.529 -0.812 0.934 -0.304
C 2.9777 -1.3813 5.5733 0.681 1.208 0.113 -0.522
C 4.3518 -0.6909 5.8785 0.348 0.218 0.250 -0.742
N 4.3131 0.7572 5.5627 -0.287 -0.210 0.151 -0.537
C -0.8773 -0.0599 0.7492 1.475 -0.579 0.471 -0.108
C -1.3570 -1.4282 0.1979 -0.349 0.320 -1.032 -0.428
C -2.2967 -1.3388 -1.0768 0.366 -0.621 0.585 -0.581
C -3.4440 -0.2997 -0.9670 -0.912 -0.978 0.224 -1.073
N -3.2671 1.0526 -1.5303 1.792 0.939 0.831 0.281
C -1.9903 1.3606 -2.1788 -0.077 0.606 -1.143 -1.246
C -3.7840 2.0760 -0.7284 0.219 0.321 -0.511 0.952
C -3.0685 3.4254 -0.4721 -0.441 0.336 -0.693 -0.905
O -4.8649 1.9333 -0.2257 -0.993 -0.365 0.906 -0.623
C -1.8225 -0.3711 3.0923 -0.182 0.997 -1.400 -1.903
O -2.0393 -1.7482 3.4284 -0.199 0.557 0.944 -0.221
C -2.7646 -1.9018 4.5908 1.142 -1.970 -0.477 -0.577
O -4.1626 -1.5273 4.3651 0.409 1.094 1.257 -0.348
C -4.5139 -0.7191 5.3355 0.469 -2.526 -3.181 0.549
N -4.8580 -0.0865 6.2007 -0.958 2.108 2.592 -0.438
H -0.9587 2.9617 4.4571 0.446 -0.056 -0.488 0.292
H -1.1470 4.1524 3.0302 -0.352 -0.703 0.185 0.249
H -0.5694 2.5529 1.4128 0.344 -0.079 0.538 0.203
H 1.1963 1.0452 2.4583 -0.242 0.085 -0.104 0.464
H 0.0475 -2.3348 2.2897 0.249 0.576 -0.423 0.435
H 1.4103 -1.1366 1.9392 -0.488 -0.572 0.048 0.409
H 0.1266 -1.0308 4.7018 0.340 -0.234 -0.271 0.238
H 1.0159 -2.5322 4.2744 0.018 0.630 0.070 0.327
H 2.9518 -0.7074 3.4938 -0.421 0.106 0.292 0.175
H 1.9921 0.3154 4.6649 0.458 -0.400 -0.529 0.190
H 3.1778 -2.4582 5.4267 -0.406 0.439 0.076 0.279
H 2.3408 -1.2071 6.4689 0.219 -0.487 -0.470 0.232
H 4.6298 -0.8096 6.9528 -0.253 -0.384 -0.571 0.358
H 5.1841 -1.1316 5.2912 -0.590 0.120 0.149 0.372
H 3.5841 1.1750 6.1409 0.231 0.105 -0.178 0.175
H 5.1865 1.2151 5.8099 -0.142 -0.204 0.044 0.240
H -1.5475 0.7933 0.5440 -0.024 -0.566 0.296 -0.203
H 0.0846 0.1693 0.2290 -0.634 0.027 0.113 0.025
H -0.4444 -1.9963 -0.0813 -0.568 0.194 0.140 -0.188
H -1.8983 -2.0591 0.9286 0.266 0.631 -0.004 0.334
H -1.7124 -1.3246 -2.0133 -0.329 0.370 0.459 0.190
H -2.7962 -2.3342 -1.0905 0.159 0.626 -0.193 0.597
H -3.6974 -0.1972 0.1130 0.079 -0.005 -0.627 0.200
H -4.3540 -0.7484 -1.4234 0.523 0.294 0.183 0.409
H -1.1211 1.5027 -1.5078 -0.332 -0.484 -0.263 0.265
H -1.7941 0.6270 -2.9835 0.147 0.215 0.711 0.214
H -2.1169 2.3252 -2.7159 0.071 -0.602 0.260 0.555
H -2.5499 3.4347 0.5055 -0.030 -0.283 -0.622 -0.018
H -2.4294 3.7611 -1.3062 0.030 -0.230 0.662 0.325
H -3.8775 4.1782 -0.3858 0.372 -0.520 0.010 0.375
H -2.6385 -0.0864 2.3881 0.278 -0.083 0.606 0.270
H -1.9033 0.3317 3.9466 0.263 -0.663 -0.072 0.748
H -2.3067 -1.4056 5.4693 -0.581 0.397 -0.520 0.441
H -2.7670 -2.9895 4.8131 -0.149 0.598 -0.241 0.328
C 1.9550 1.6690 -3.6784 -0.216 -0.453 0.211 -1.085
C 2.0605 0.7254 -2.5093 -0.186 -0.188 -0.162 0.843
C 3.2502 0.8909 -1.5941 -0.145 -0.238 0.184 -1.200
O 1.2260 -0.1311 -2.3087 0.089 0.050 0.115 -0.389
H 1.0563 1.4383 -4.2487 0.037 0.035 0.029 0.280
H 1.8887 2.6948 -3.3243 0.165 0.002 -0.099 0.208
H 2.8236 1.5533 -4.3298 0.066 0.204 0.068 0.453
H 3.2408 1.8871 -1.1473 0.146 0.041 -0.116 0.319
H 4.1750 0.7420 -2.1543 0.025 0.192 0.014 0.406
H 3.2001 0.1496 -0.7969 -0.007 0.046 -0.026 0.165
C -3.3979 -4.2915 -5.0734 0.278 -0.063 0.128 -1.187
C -3.1846 -2.8540 -4.6683 0.172 0.107 0.103 0.886
C -4.2918 -1.8776 -4.9783 0.190 0.213 0.136 -1.078
O -2.1674 -2.4981 -4.1168 -0.086 -0.067 -0.118 -0.480
H -2.5256 -4.8793 -4.7904 -0.031 0.052 -0.004 0.295
H -4.2744 -4.6960 -4.5641 -0.092 0.015 -0.176 0.341
H -3.5307 -4.3582 -6.1546 -0.193 -0.031 0.039 0.340
H -5.2073 -2.1769 -4.4648 -0.065 -0.050 -0.173 0.317
H -4.4639 -1.8387 -6.0554 -0.167 -0.104 0.035 0.395
H -4.0052 -0.8847 -4.6327 -0.002 -0.056 0.006 0.184
C 2.7119 -3.1761 -1.2287 0.019 0.167 0.107 -0.708
C 2.4710 -4.1637 -0.1205 0.064 0.137 0.216 0.831
C 2.1424 -5.5835 -0.5111 -0.036 -0.065 0.321 -1.275
O 2.5381 -3.8229 1.0390 -0.031 -0.109 0.026 -0.518
H 2.9357 -2.2018 -0.7981 -0.058 -0.049 -0.014 -0.077
H 3.5592 -3.4935 -1.8402 -0.141 -0.069 -0.141 0.519
H 1.8148 -3.0884 -1.8449 0.114 -0.019 -0.154 0.256
H 2.9660 -6.0121 -1.0849 -0.116 0.026 -0.158 0.359
H 1.2251 -5.6042 -1.1023 0.117 -0.024 -0.157 0.312
H 1.9938 -6.1800 0.3882 0.013 0.051 -0.028 0.321
C 2.3552 6.1217 -6.1904 -0.250 -0.165 -0.080 -1.195
C 2.4616 5.1803 -5.0175 -0.197 -0.135 -0.015 0.853
C 3.6502 5.3495 -4.1030 -0.134 -0.240 0.157 -0.941
O 1.6281 4.3241 -4.8176 0.094 0.387 -0.119 -0.493
H 1.4572 5.8877 -6.7604 0.039 -0.008 0.047 0.302
H 2.2882 7.1518 -5.8364 0.189 0.018 -0.059 0.338
H 3.2241 6.0066 -6.8409 0.062 0.177 0.074 0.332
H 3.6394 6.3461 -3.6585 0.149 0.037 -0.119 0.342
H 4.5751 5.2009 -4.6628 0.023 0.196 0.012 0.315
H 3.6012 4.6097 -3.3047 -0.002 0.034 -0.038 0.154
```
Positions in Å, forces in eV/Å.

- max |F| (eV/Å) = 4.09
- lowest unoccupied orbital energy (eV) = 0.4291
- SMILES string = C=CN[C@](CCCCCN)(CCCCN(C)C(C)=O)COCOC#N.CC(C)=O.CC(C)=O.CC(C)=O.CC(C)=O
- frontier orbital gap (eV) = 9.13
- relative energy (zero: lowest compared OMol25 entry of this formula, charge and spin) (kcal/mol) = 0.0
- net charge = 0
- E_tot (eV) = -52340.09316
- 2S+1 = 1

[2]
Density functional theory data (ωB97M-V/def2-TZVPD) for a cluster of 3 separate species, C30H59BBrF3NO15Si in total in a non-equilibrium geometry.

```
111
Properties=species:S:1:pos:R:3:forces:R:3:mulliken_charge:R:1
C 4.6786 5.7467 -2.2515 -0.383 -0.140 -0.770 -0.810
C 3.6095 5.4640 -1.0340 1.029 3.172 6.188 0.611
O 3.8127 6.0749 0.1499 -1.420 -4.245 -7.793 -0.513
O 2.3908 4.6062 -1.1534 2.686 0.171 -0.310 -0.295
C 2.5666 3.3501 -0.4088 0.781 0.188 1.646 -0.890
C 1.5155 2.1515 -0.8106 -0.931 2.287 0.039 0.031
C 1.2580 1.8285 -2.4282 1.084 1.309 0.284 0.174
O -0.0077 2.2471 -3.0413 2.212 1.007 1.413 -0.320
B -0.0418 3.6739 -3.3908 -1.894 2.477 -0.233 0.420
O 1.0600 4.5041 -3.9080 -1.846 -3.884 -0.921 -0.436
O -1.3741 4.3634 -3.2591 3.538 -2.004 1.426 -0.483
N 1.4659 0.2977 -2.4074 0.225 -1.682 -3.290 -0.198
C 0.4106 -0.5619 -3.1092 -1.985 -1.719 -1.210 -0.240
C -0.9681 -0.7791 -2.2591 -4.185 4.676 3.478 0.173
O -1.6927 0.1522 -1.6363 5.531 -6.008 -4.345 -0.427
Br -1.7194 -2.6728 -2.1443 1.120 1.927 -0.417 -0.093
C 2.1926 -0.3179 -1.1926 0.579 -0.330 2.412 -0.314
C 1.9004 -1.8916 -0.8191 -0.496 -0.601 0.558 -1.363
Si 4.0477 -0.4575 -1.8178 2.521 -0.760 0.823 0.679
C 4.2468 -1.6887 -3.3143 -0.427 -0.279 -1.374 -1.128
C 5.2326 -1.1821 -0.4275 0.239 0.008 0.258 -1.029
C 4.8194 1.2232 -2.3382 1.074 0.907 -0.719 -0.462
C 1.8912 0.7659 0.0482 -1.715 0.457 0.464 1.360
C 0.6171 0.2184 0.9811 0.253 -0.899 0.063 -0.863
O -0.1821 1.3263 1.5704 -1.528 -2.721 1.136 -0.349
C -1.2280 0.7567 2.4722 0.069 -4.251 3.916 0.569
C -2.7381 1.4292 2.4777 1.097 0.224 -0.430 -0.669
O -1.0297 -0.2888 3.2796 -0.454 6.398 -5.563 -0.530
C 3.0770 0.8719 1.1958 1.835 -1.302 -1.197 -1.069
O 2.7068 1.6324 2.3961 2.272 -1.935 1.717 -0.357
C 3.4466 1.2033 3.5917 -1.160 1.837 1.310 0.871
F 2.5648 0.2676 4.3410 3.671 2.687 -2.516 -0.217
F 4.8149 0.6969 3.3417 -4.924 1.367 0.921 -0.226
F 3.5667 2.4306 4.4641 -0.232 -4.561 -3.133 -0.242
H 5.7829 5.9213 -1.8554 -2.674 -0.503 -0.426 0.321
H 4.6911 4.8893 -3.0707 -0.177 1.710 1.895 0.206
H 4.3698 6.7392 -2.8183 0.403 -2.069 1.346 0.304
H 3.6976 3.0607 -0.4770 -2.162 0.168 0.009 0.326
H 2.3592 3.6162 0.7362 0.407 -0.866 -2.399 0.375
H 0.4737 2.6754 -0.5529 2.048 -1.706 -0.001 0.315
H 2.0527 2.2062 -3.1990 -1.034 -0.507 1.998 0.038
H 1.4366 4.0036 -4.7130 -0.503 1.266 1.768 0.314
H -1.7173 4.2612 -2.3236 0.323 -0.120 -1.681 0.319
H 2.2514 0.2314 -3.1238 -1.439 -0.025 0.655 0.547
H 0.0867 -0.1058 -4.1640 0.749 -0.584 2.534 0.504
H 0.8162 -1.6524 -3.3766 -0.570 2.552 0.971 0.426
H 2.2576 -2.6640 -1.6310 -0.615 1.732 1.400 0.324
H 2.5171 -2.1567 0.1651 -1.350 0.826 -2.165 0.388
H 0.7852 -2.1477 -0.5794 2.048 0.618 -0.481 0.283
H 3.2703 -1.7244 -3.9999 2.073 -0.226 1.259 0.240
H 5.1302 -1.3282 -4.0265 -1.889 -0.730 1.629 0.364
H 4.5085 -2.7656 -2.9315 -0.703 2.030 -0.808 0.293
H 6.1352 -1.7587 -0.9491 -1.932 1.330 1.197 0.377
H 5.6304 -0.2474 0.1621 -0.543 -2.067 -0.903 0.241
H 4.6813 -1.9190 0.2952 1.256 1.366 -1.272 0.281
H 5.3515 1.0415 -3.3888 -1.223 0.623 2.155 0.422
H 4.0792 2.1254 -2.4073 1.607 -1.549 0.036 -0.246
H 5.7091 1.4844 -1.5888 -2.060 -0.400 -1.519 0.270
H -0.1465 -0.4343 0.3810 1.623 1.195 1.003 0.645
H 1.1327 -0.4477 1.8253 -1.486 1.455 -1.698 0.360
H -2.7441 2.2346 1.6266 -0.315 -1.617 1.679 0.244
H -2.9657 1.9435 3.5235 0.690 -1.228 -2.259 0.145
H -3.5092 0.5424 2.2934 1.844 2.027 0.345 0.296
H 4.0844 1.3391 0.8000 -2.077 -0.944 0.564 0.071
H 3.3225 -0.2565 1.4957 -0.581 2.418 -0.654 0.631
C -6.3757 7.3463 5.0530 0.198 -0.279 0.176 -0.767
O -6.0459 6.2504 5.8908 -0.291 0.011 -0.063 -0.235
C -6.8113 6.2480 7.0991 0.604 -0.370 -0.214 -0.599
C -6.7418 4.8747 7.7708 -0.444 0.197 -0.100 -0.336
O -7.6487 3.9269 7.1928 0.434 0.079 -0.292 -0.465
C -7.2590 3.3962 5.9192 -0.043 -0.275 0.433 -0.424
C -6.1349 2.3621 6.0272 0.194 0.671 -0.236 -0.556
O -4.8683 3.0135 6.1447 -0.018 -0.134 0.184 -0.261
C -3.8658 2.1471 6.6494 -0.209 0.323 -0.134 -0.833
H -6.1820 8.2950 5.5661 -0.107 0.046 -0.076 0.311
H -5.7517 7.2926 4.1571 -0.018 -0.047 0.193 0.226
H -7.4246 7.2870 4.7466 -0.064 0.151 0.031 0.322
H -7.8554 6.5011 6.8842 -0.025 -0.035 0.067 0.353
H -6.3813 7.0045 7.7645 -0.146 0.058 0.162 0.435
H -7.0676 4.9905 8.8105 -0.082 -0.008 -0.172 0.387
H -5.7233 4.4827 7.7981 0.021 0.143 -0.221 0.156
H -7.0167 4.1952 5.2152 0.256 -0.056 0.085 0.208
H -8.1491 2.8888 5.5323 0.078 -0.008 0.156 0.388
H -6.1099 1.7517 5.1173 -0.162 -0.178 -0.011 0.420
H -6.3116 1.7167 6.8941 -0.066 -0.001 -0.001 0.350
H -4.1252 1.8153 7.6594 0.040 -0.166 -0.018 0.334
H -2.9246 2.6994 6.6979 -0.157 0.018 -0.062 0.240
H -3.7369 1.2842 5.9890 0.039 -0.174 0.078 0.343
C -2.1619 -7.9531 -2.1712 0.109 -0.084 -0.295 -0.756
O -1.3192 -7.7075 -3.2853 0.211 0.363 0.209 -0.298
C -0.9805 -6.3233 -3.4084 0.012 -0.819 -0.475 -0.417
C 0.2251 -6.1504 -4.3350 0.060 0.087 0.470 -0.488
O 1.4732 -6.3987 -3.6751 -0.330 -0.130 -0.116 -0.391
C 1.7780 -7.7777 -3.4282 0.328 0.050 -0.309 -0.435
C 2.2166 -8.5229 -4.6919 -0.750 -0.246 0.189 -0.589
O 1.0770 -8.9114 -5.4619 0.168 0.330 -0.026 -0.268
C 1.4184 -9.2263 -6.8016 -0.158 -0.029 0.269 -0.759
H -3.0990 -7.3931 -2.2663 -0.005 0.001 0.124 0.302
H -2.3879 -9.0222 -2.1416 0.060 0.188 -0.116 0.245
H -1.6503 -7.6832 -1.2422 -0.091 0.088 0.089 0.314
H -0.7518 -5.9024 -2.4231 0.065 0.067 0.038 0.259
H -1.8479 -5.8071 -3.8340 -0.034 0.245 0.006 0.490
H 0.2650 -5.1002 -4.6447 0.029 -0.035 0.116 0.374
H 0.1322 -6.7472 -5.2443 -0.136 -0.164 0.170 0.200
H 0.9524 -8.2803 -2.9198 -0.049 -0.050 -0.266 0.211
H 2.6231 -7.7673 -2.7315 -0.035 0.086 -0.145 0.372
H 2.7531 -9.4362 -4.4111 0.210 0.074 0.064 0.439
H 2.8755 -7.8814 -5.2865 0.051 0.044 0.036 0.342
H 1.8318 -8.3464 -7.3040 0.135 -0.038 -0.076 0.318
H 0.5102 -9.5298 -7.3271 0.077 0.024 0.185 0.233
H 2.1370 -10.0510 -6.8302 0.070 0.029 -0.115 0.319
```
Positions in Å, forces in eV/Å.

- max |F| (eV/Å) = 9.25
- lowest unoccupied orbital energy (eV) = -3.9584
- frontier orbital gap (eV) = 6.43
- net charge = +1
- E_tot (eV) = -150999.61006
- 2S+1 = 1